Record 1
Computed, not measured: a molecular structure, C8H18Cl2ErO3PS at a distorted geometry, with ωB97M-V with the def2-TZVPD basis set.

The geometry in XYZ format:
```
34
Properties=species:S:1:pos:R:3
C -0.06095 -4.15881 -4.08417
C 0.11062 -3.44158 -2.78269
H -1.12531 -4.30082 -4.27087
H 0.42857 -5.13935 -4.05251
H 0.36652 -3.56595 -4.90146
O -0.73691 -3.04073 -2.01439
Cl 1.82373 -3.17655 -2.41694
Er 0.22933 0.04408 0.57585
P -0.04408 2.23446 -1.03659
C -1.44958 3.36909 -0.98482
C 1.47805 3.22887 -0.88454
H 0.86769 0.80864 -2.78399
H 0.11396 2.33382 -3.42449
H -0.91623 0.93866 -2.88841
C 0.01418 1.50349 -2.71195
H 2.35678 2.56393 -0.91851
H 1.48649 3.94399 -1.71846
H -1.29675 4.10085 -1.79395
H -1.46837 3.84696 0.00965
H 1.46398 3.75165 0.08574
H -2.37327 2.78197 -1.12488
C -1.89405 1.14326 1.43299
O -2.87472 1.46058 1.96272
Cl 2.38998 -0.37332 -0.47440
C 0.23254 -2.43638 4.33017
S -0.73709 -1.15565 3.57019
C -0.00666 0.30832 4.32033
O 0.03323 -1.26981 2.20289
H -0.05727 -2.45038 5.37732
H 1.28492 -2.18090 4.16583
H -0.01553 -3.37679 3.82423
H 1.05790 0.32120 4.04569
H -0.52720 1.20996 3.96576
H -0.15447 0.17324 5.39865
```

Its largest force on an atom is 5.89 eV/A. The charge is +2. Its spin multiplicity is 4. For the LUMO energy (spin up / spin down), the calculation gives -8.368 / -8.328 eV. The value obtained for the HOMO energy (spin up / spin down) is -0.5764 / -0.5764 hartree. As for the energy above the lowest of the compared OMol25 structures with the same formula, charge and spin: 119.61 kJ/mol. The orbital gap (spin up / spin down) is 7.316 / 7.356 eV.

=====

Record 2
Computed, not measured: 2 unconnected molecules or ions with the total composition C8H18ClFNO4S3 at a distorted geometry, with ωB97M-V with the def2-TZVPD basis set.

The geometry in XYZ format:
```
36
Properties=species:S:1:pos:R:3
N 0.01278 1.61382 3.83571
S 0.33808 0.95691 2.34407
F 1.37713 -0.15235 2.62930
C 1.30032 2.20897 1.46564
C 1.26904 1.81825 -0.02612
C 2.57606 2.17845 -0.75212
C 2.27203 2.59772 -2.20342
S 2.64245 1.35041 -3.44281
O 3.94997 1.54803 -3.93453
O 1.61335 1.43831 -4.40207
Cl 2.48431 -0.47875 -2.54222
H -0.53831 2.46046 3.69081
H -0.54763 0.91738 4.32894
H 0.81202 3.16074 1.64984
H 2.31349 2.19820 1.85562
H 0.38251 2.25880 -0.46362
H 1.15905 0.73930 -0.07018
H 3.20570 1.29675 -0.72967
H 3.10639 2.99276 -0.27293
H 1.23795 2.87510 -2.34153
H 2.88433 3.45351 -2.46309
C -2.23458 -3.78951 0.27226
C -2.87701 -3.03069 -0.89631
C -3.13794 -1.59437 -0.42287
S -1.90289 -1.25431 0.83088
O -2.55241 -1.05350 2.10464
O -0.95403 -0.26705 0.33914
C -1.14284 -2.87111 0.81385
H -1.82638 -4.74756 -0.04222
H -2.98025 -3.97886 1.04680
H -2.19121 -3.01977 -1.74519
H -3.79835 -3.50458 -1.22747
H -3.03456 -0.87074 -1.22769
H -4.11644 -1.49238 0.04275
H -0.81329 -3.12947 1.81830
H -0.28882 -2.82886 0.13751
```

Its largest force on an atom is 1.85 eV/A. The charge is +1. Its spin multiplicity is 1. For the LUMO energy, the calculation gives -3.829 eV. The value obtained for the HOMO energy is -0.5029 hartree. The orbital gap is 9.855 eV.

=====

Record 3
Computed, not measured: a molecular structure, C8H18I2NO2OsP2 at a distorted geometry, with ωB97M-V with the def2-TZVPD basis set.

The geometry in XYZ format:
```
34
Properties=species:S:1:pos:R:3
I -1.74610 3.14405 -0.19677
I -1.58723 -1.97037 -0.64385
Os -0.39389 0.09805 -0.08252
P 0.47971 0.21813 -2.15738
C -0.80661 0.79723 -3.37274
C 1.79197 1.33281 -2.30513
H 2.13893 1.18151 -3.33219
H 1.47786 -1.09243 -3.72020
H 2.64759 1.07504 -1.66508
H 1.78058 -1.76586 -2.13584
H -1.12197 1.80801 -3.05549
H 1.46614 2.35122 -2.08850
C 1.00532 -1.33490 -2.77632
H -0.29070 0.77385 -4.33467
H 0.17847 -2.03773 -2.87339
H -1.65229 0.08852 -3.32474
P -0.57566 -0.18307 2.12087
C -2.30642 0.22921 2.70478
C -0.33258 -1.84159 2.64955
H 1.53476 0.65775 2.86303
H 0.30092 0.49778 4.09592
H 0.23155 1.89094 2.89722
C 0.46511 0.83563 3.06685
H 0.67151 -2.18955 2.37771
H -0.36232 -1.78616 3.73144
H -2.28884 0.01602 3.77683
H -3.00025 -0.42607 2.14718
H -1.08062 -2.51185 2.22363
H -2.48090 1.29350 2.45928
C -2.07091 0.94246 -0.39575
O -3.22406 1.23739 -0.62087
O 3.70435 -0.93939 0.84516
C 2.55364 -0.93531 0.54924
N 1.39024 -1.01363 0.23850
```

Its largest force on an atom is 5.28 eV/A. The charge is +3. Its spin multiplicity is 5. For the LUMO energy (spin up / spin down), the calculation gives -13.365 / -15.553 eV. The value obtained for the HOMO energy (spin up / spin down) is -0.7473 / -0.7413 hartree. The orbital gap (spin up / spin down) is 6.970 / 4.619 eV.

=====

Record 4
Computed, not measured: a single C8H18N2O3Si molecule at a distorted geometry, with ωB97M-V with the def2-TZVPD basis set.

The geometry in XYZ format:
```
32
Properties=species:S:1:pos:R:3
C 1.21864 1.63808 0.28646
C -1.82916 -0.60489 0.59153
C 1.94609 2.38312 1.39782
C -0.86426 -1.08836 1.67113
C 2.84686 -0.05452 0.16441
C -3.80367 -0.77504 1.95284
C -0.71471 1.12373 -3.25884
C 1.03778 -2.15494 -1.48910
N 1.56595 0.45297 -0.12227
N -3.06655 -0.41797 0.70358
O 0.28258 2.13035 -0.27234
O -1.14676 -0.51383 -0.59873
O 0.18757 0.14577 -2.83418
Si 0.41658 -0.33709 -1.29421
H 1.34464 3.24716 1.66757
H 1.98538 1.91578 2.31563
H 2.91412 2.74324 1.00301
H -0.95393 -0.44718 2.59678
H -1.23745 -2.07796 1.89906
H 0.20466 -1.26030 1.35220
H 2.76077 -1.21561 0.20639
H 3.41922 0.26811 -0.67363
H 3.21390 0.33676 1.05027
H -3.26790 -0.12818 2.69734
H -4.84817 -0.40745 1.76286
H -3.68418 -1.88208 2.05279
H -0.99153 1.07609 -4.33601
H -0.40619 2.07498 -3.07000
H -1.75891 1.06535 -2.83100
H 1.99868 -2.34050 -1.99506
H 1.01444 -2.52664 -0.48100
H 0.21550 -2.36892 -2.11529
```

Its largest force on an atom is 10.32 eV/A. The charge is 0. Its spin multiplicity is 3. For the LUMO energy (spin up / spin down), the calculation gives 0.687 / -2.707 eV. The value obtained for the HOMO energy (spin up / spin down) is -0.1588 / -0.3371 hartree. The orbital gap (spin up / spin down) is 5.007 / 6.466 eV.

=====

Record 5
Computed, not measured: a gas-phase ion, C8H18N3 (charge +1) at a distorted geometry, with ωB97M-V with the def2-TZVPD basis set.

The geometry in XYZ format:
```
29
Properties=species:S:1:pos:R:3
C -2.89673 -2.35025 0.97868
C -2.00585 -1.24372 0.59454
N -0.78710 -1.44182 0.25181
C 0.16087 -0.53309 -0.09913
C 1.42683 -1.13965 -0.47930
C 0.41114 0.49959 1.28883
N 0.87778 1.74829 0.72170
C 2.27550 2.01612 0.84621
C 0.01937 2.04805 -0.49885
C -0.36437 0.63484 -1.08375
N 0.10245 0.49338 -2.41081
H -2.44548 -2.73334 2.00273
H -3.86095 -2.06224 1.01622
H -2.65735 -3.21150 0.27593
H -2.41719 -0.21095 0.66642
H -0.51391 -2.54370 0.25972
H 1.86784 -1.65345 0.35694
H 2.25189 -0.41070 -0.78075
H 1.26669 -1.89840 -1.28964
H -0.48195 0.78913 1.80901
H 1.16317 0.26622 2.03259
H 2.87901 1.33235 0.22231
H 2.52430 3.10207 0.58309
H 2.51845 1.79025 1.85213
H 0.51765 2.60608 -1.19977
H -0.84757 2.66845 -0.22723
H -1.41377 0.61434 -0.95475
H 0.13799 1.36869 -2.98221
H -0.51018 -0.23405 -2.96179
```

Its largest force on an atom is 6.54 eV/A. The charge is +1. Its spin multiplicity is 1. For the LUMO energy, the calculation gives -4.341 eV. The value obtained for the HOMO energy is -0.4188 hartree. As for the energy above the lowest of the compared OMol25 structures with the same formula, charge and spin: 214.12 kJ/mol. The orbital gap is 7.055 eV.

=====

Record 6
Computed, not measured: a gas-phase ion, C8H18N4 (charge +2) at a distorted geometry, with ωB97M-V with the def2-TZVPD basis set.

The geometry in XYZ format:
```
30
Properties=species:S:1:pos:R:3
C -0.45619 2.11652 1.22206
N -0.11615 2.11589 -0.28445
N 0.97364 3.02278 -0.52638
C 0.31797 0.83915 -0.81082
C 0.08585 0.80784 -2.31645
C 1.61524 0.30154 -0.17686
C 0.90066 -0.77425 0.35125
C 0.98975 -2.07166 1.10759
N -0.32437 -2.85298 1.11987
C -1.52252 -2.10048 0.91630
C -1.40388 -1.34975 -0.40432
N -0.41475 -0.33081 -0.04730
H -0.84464 3.16945 1.35176
H -1.20032 1.28299 1.25570
H 0.48837 1.97995 1.79775
H 1.83809 2.89350 0.05812
H 1.17168 2.86992 -1.56974
H 0.56404 3.99254 -0.44343
H -0.62799 -0.01004 -2.59031
H 1.06329 0.55844 -2.91686
H -0.43196 1.75892 -2.66960
H 2.65042 0.68926 -0.34649
H 1.72724 -2.79463 0.68041
H 1.08239 -1.75492 2.19323
H -0.33196 -3.68721 0.40343
H -0.31631 -3.34371 1.95435
H -1.58818 -1.42844 1.78047
H -2.47951 -2.70516 0.84678
H -1.00992 -2.03210 -1.17816
H -2.40000 -1.16254 -0.75790
```

Its largest force on an atom is 4.63 eV/A. The charge is +2. Its spin multiplicity is 1. For the LUMO energy, the calculation gives -6.230 eV. The value obtained for the HOMO energy is -0.5750 hartree. As for the energy above the lowest of the compared OMol25 structures with the same formula, charge and spin: 392.72 kJ/mol. The orbital gap is 9.417 eV.